1.
The molecule C4H6N2O2. Source: the Open Molecules 2025 dataset; level of theory: wB97M-V/def2-TZVPD.

The geometry in XYZ format:
```
14
Properties=species:S:1:pos:R:3:forces:R:3
O -2.30688 -1.07077 -0.30621 -0.174 -0.095 -0.146
C -1.33861 -0.43075 -0.02375 -0.549 0.385 0.065
N -1.38840 0.96087 0.36335 -0.345 -0.670 -0.284
N -0.07972 1.54782 0.20807 -0.242 0.768 -0.106
C 0.51452 0.57724 -0.65800 -0.605 -0.674 -1.111
C 1.41855 -0.56387 -0.71027 0.727 -0.339 1.463
C 0.11456 -0.78779 0.07958 0.977 -0.099 -0.623
O 0.46851 -0.59612 1.43015 -0.045 -0.025 0.860
H -2.16466 1.43047 -0.10831 0.558 0.164 0.299
H 0.35328 1.45087 1.11343 0.076 0.281 0.338
H 0.00636 0.57689 -1.62578 -0.184 0.370 0.233
H 1.64258 -1.01525 -1.66059 -0.063 0.145 -0.253
H 2.20169 -0.61952 0.05292 -0.069 -0.231 -0.631
H 0.55823 -1.46010 1.84542 -0.062 0.022 -0.106
```
Positions in Å, forces in eV/Å.

## Properties
electronic energy = -415.85334 Ha
LUMO energy = 0.02692 hartree
ΔE to the lowest compared entry with this formula, charge and spin = 117.52 kcal per mole
SMILES = O=C1NN[C@H]2C[C@]12O
highest occupied orbital energy = -8.6 eV
Kohn-Sham gap = 0.3431 hartree

=====

2.
C4H6N2O2 as an isolated structure. Source: the Open Molecules 2025 dataset; level of theory: wB97M-V/def2-TZVPD.

The geometry in XYZ format:
```
14
Properties=species:S:1:pos:R:3:forces:R:3
C -0.94269 -0.14549 -0.03963 -1.151 3.262 2.003
C -0.49706 -1.41226 0.15451 -6.486 -1.300 -2.456
C 1.29450 -0.28823 0.00210 2.279 2.632 -0.108
C 0.30370 0.61639 0.07628 -1.045 -0.210 -0.553
H -3.04451 -0.14424 -0.38504 1.323 1.359 0.397
H -2.26539 1.57483 -0.37336 -0.244 -4.564 1.273
H -1.14797 -2.22575 -0.21292 0.394 -0.001 0.882
H 1.18387 -2.42630 0.62498 -0.756 3.668 -3.383
H 2.70802 1.05733 -0.53457 -0.789 -4.062 2.238
H 0.68372 2.42166 0.87042 -0.306 -1.678 -2.701
N -2.29652 0.46666 0.04502 1.464 1.785 -1.826
N 0.78294 -1.50452 -0.16293 5.237 -6.093 3.896
O 2.61646 0.07371 -0.01105 0.386 2.709 -2.109
O 0.62093 1.93620 -0.05381 -0.305 2.493 2.446
```
Positions in Å, forces in eV/Å.

## Properties
electronic energy = -415.86992 Ha
LUMO energy = 0.01834 hartree
ΔE to the lowest compared entry with this formula, charge and spin = 107.12 kcal per mole
highest occupied orbital energy = -7.6 eV
Kohn-Sham gap = 0.2988 hartree

=====

3.
The molecule C4H6N2O2. Source: the Open Molecules 2025 dataset; level of theory: wB97M-V/def2-TZVPD.

The geometry in XYZ format:
```
14
Properties=species:S:1:pos:R:3:forces:R:3
N 0.40335 -0.76426 2.05889 -2.078 0.931 0.401
C 0.62666 -0.11844 0.84595 0.367 0.520 -0.692
N 1.85836 0.51442 0.64488 0.485 -1.810 -0.438
C 1.82596 0.88665 -0.58264 -1.353 1.988 1.573
O 0.56614 0.91596 -1.05977 0.256 -0.878 -2.443
C -0.15990 0.11151 -0.27373 -1.539 -0.387 2.210
C -1.64199 -0.26581 -0.67218 1.822 0.516 0.428
O -1.85332 -0.10772 -2.05956 -0.540 -0.032 0.808
H 1.21854 -1.22456 2.45145 -0.294 0.637 0.120
H -0.14881 -0.09933 2.66923 1.300 -1.641 -0.425
H 2.50866 1.51440 -1.07613 0.866 0.385 -0.675
H -2.39454 0.35339 -0.20605 0.040 0.262 0.407
H -1.75368 -1.28799 -0.30046 -0.224 -0.100 -0.195
H -1.05544 -0.42822 -2.43988 0.892 -0.389 -1.080
```
Positions in Å, forces in eV/Å.

## Properties
electronic energy = -415.96545 Ha
LUMO energy = 0.02868 hartree
ΔE to the lowest compared entry with this formula, charge and spin = 47.17 kcal per mole
SMILES = Nc1ncoc1CO
highest occupied orbital energy = -8.8 eV
Kohn-Sham gap = 0.3504 hartree

=====

4.
The molecule C4H6N2O2. Source: the Open Molecules 2025 dataset; level of theory: wB97M-V/def2-TZVPD.

The geometry in XYZ format:
```
14
Properties=species:S:1:pos:R:3:forces:R:3
C 2.26008 -0.17727 0.28574 1.375 -0.170 0.210
C 0.69248 -0.18294 0.14585 2.375 -3.695 -1.406
N -0.06870 -1.21766 0.16839 0.233 -0.282 -0.406
O -1.23021 -0.93794 -0.68138 -1.056 -1.514 2.393
C -2.38270 -0.45631 0.11649 2.970 0.514 -0.415
O -1.64887 0.67902 0.83432 -1.552 -0.593 -1.899
N -0.90975 1.46123 -0.18277 -2.800 0.932 0.989
C 0.17110 0.93551 -0.49512 2.663 4.329 -1.914
H 2.94575 -1.22858 0.06371 -2.625 2.841 1.226
H 2.41399 0.32536 1.35128 0.500 -1.201 -2.330
H 2.68645 0.52902 -0.58443 -1.124 -1.290 2.225
H -2.88410 -1.13756 0.97158 1.467 1.605 -2.112
H -2.97973 -0.21754 -0.82527 -0.100 0.306 1.945
H 0.93421 1.62566 -1.16840 -2.325 -1.781 1.494
```
Positions in Å, forces in eV/Å.

## Properties
electronic energy = -415.75585 Ha
LUMO energy = 0.00077 hartree
ΔE to the lowest compared entry with this formula, charge and spin = 178.69 kcal per mole
SMILES = CC1=NOCON=C1
highest occupied orbital energy = -10.1 eV
Kohn-Sham gap = 0.3714 hartree

=====

5.
The molecule C4H6N2O2. Source: the Open Molecules 2025 dataset; level of theory: wB97M-V/def2-TZVPD.

The geometry in XYZ format:
```
14
Properties=species:S:1:pos:R:3:forces:R:3
O 0.80704 -1.82205 -0.95440 4.605 1.265 9.122
C 1.32035 -1.39987 0.28434 -3.011 0.532 -5.605
N 0.80149 -0.23834 1.04915 -4.828 -4.531 -7.720
C 0.14061 0.98567 0.73297 2.664 2.455 -1.133
O 0.62962 2.08765 1.09911 -1.805 -3.942 -0.396
C -0.89834 0.82471 -0.25051 -3.855 4.108 -1.818
C -1.00574 0.00924 -1.46602 1.552 -1.134 -3.609
N -1.92559 -0.18694 -0.24891 0.284 -4.506 -2.293
H 2.31678 -1.76938 0.79524 -2.206 0.286 -1.173
H 1.39404 -0.04230 1.64811 7.300 2.101 7.658
H -1.54502 1.85894 -0.58467 2.240 -2.429 1.878
H -1.29244 0.32625 -2.59139 -0.349 0.359 3.152
H -0.11522 -0.72553 -1.72721 -2.741 1.532 1.352
H -1.72391 -1.31436 -0.10418 0.149 3.905 0.584
```
Positions in Å, forces in eV/Å.

## Properties
electronic energy = -415.79563 Ha
LUMO energy = -0.02658 hartree
ΔE to the lowest compared entry with this formula, charge and spin = 153.73 kcal per mole
SMILES = O=CNC(=O)[C@H]1CN1
highest occupied orbital energy = -9.6 eV
Kohn-Sham gap = 0.3272 hartree

=====

6.
C4H6N2O2 as an isolated structure. Source: the Open Molecules 2025 dataset; level of theory: wB97M-V/def2-TZVPD.

The geometry in XYZ format:
```
14
Properties=species:S:1:pos:R:3:forces:R:3
C -0.78581 -2.10225 0.81583 2.368 2.125 3.857
C -0.03529 -0.01002 -0.15141 1.921 2.307 0.395
C -0.95288 1.19924 -1.59641 -1.424 3.389 0.168
C 0.79182 1.02078 -0.40891 0.913 -0.058 -0.450
H -0.83965 -2.06099 -0.23845 -1.158 -1.667 -0.920
H -1.74026 -1.74695 1.45896 2.261 -1.004 -1.851
H -0.10709 -2.91758 1.41856 -2.119 1.857 -2.010
H -1.62067 1.89954 -2.12793 -0.202 -1.377 0.028
H 2.63674 0.35382 0.75460 -3.302 3.968 -2.180
H 1.43740 1.75306 1.09537 1.854 -0.179 0.175
N -1.14574 0.22673 -0.80546 -3.790 -2.999 -1.698
N 1.96684 1.36374 0.28250 1.414 -1.983 2.360
O 0.25503 -0.87138 0.79413 -1.781 -3.060 1.683
O 0.13956 1.89229 -1.29138 3.045 -1.321 0.446
```
Positions in Å, forces in eV/Å.

## Properties
electronic energy = -415.85793 Ha
LUMO energy = 0.02370 hartree
ΔE to the lowest compared entry with this formula, charge and spin = 114.64 kcal per mole
highest occupied orbital energy = -8.0 eV
Kohn-Sham gap = 0.3163 hartree

=====

7.
C4H6N2O2 as an isolated structure. Source: the Open Molecules 2025 dataset; level of theory: wB97M-V/def2-TZVPD.

The geometry in XYZ format:
```
14
Properties=species:S:1:pos:R:3:forces:R:3
C 1.03647 -0.28458 0.06673 -0.423 -0.773 -0.463
C 0.22663 -1.40461 0.23092 1.496 -0.427 0.664
N -0.33952 1.50459 1.12802 0.219 0.276 0.204
C -0.95626 -0.13151 -0.74404 -0.100 3.480 -0.328
C 0.18161 0.92529 -0.06954 -1.517 -1.034 -0.231
O 2.11307 -0.41742 -0.73445 0.218 -0.033 0.197
N -0.02812 -2.40992 0.89419 -0.312 0.109 0.046
O -2.07993 -0.15173 -0.24718 0.723 -0.713 0.007
H 2.51658 0.45040 -0.88177 -0.218 -0.118 -0.040
H -0.81613 -2.95715 0.54467 0.027 -0.010 -0.134
H -1.19905 1.02334 1.39588 0.061 0.146 -0.181
H -0.54478 2.48708 1.00032 -0.067 -0.137 0.015
H -0.72412 -0.27455 -1.81071 0.055 -0.672 0.196
H 0.61356 1.64076 -0.77304 -0.163 -0.094 0.047
```
Positions in Å, forces in eV/Å.

## Properties
electronic energy = -415.86993 Ha
LUMO energy (spin up / spin down) = -0.00540 / -0.00542 hartree
ΔE to the lowest compared entry with this formula, charge and spin = 107.11 kcal per mole
highest occupied orbital energy (spin up / spin down) = -8.2 / -8.2 eV
Kohn-Sham gap (spin up / spin down) = 0.2952 / 0.2952 hartree

=====

8.
The molecule C4H6N2O2. Source: the Open Molecules 2025 dataset; level of theory: wB97M-V/def2-TZVPD.

The geometry in XYZ format:
```
14
Properties=species:S:1:pos:R:3:forces:R:3
N -2.60981 0.13227 -0.35068 4.217 0.452 -5.065
C -1.66544 -0.35456 0.47703 3.603 0.866 0.415
C -0.23433 -0.78604 -0.24351 -1.153 0.567 1.029
O 1.04076 -1.40144 -0.11052 -0.549 -0.353 0.215
C 1.95437 -0.38044 -0.03605 -1.835 0.808 -0.042
N 1.78477 0.91478 -0.07192 1.769 -1.787 -0.248
O 0.49679 1.44510 -0.13602 -0.572 0.611 0.348
C -0.23943 0.45576 0.55039 -2.223 -1.674 -1.088
H -2.33687 0.65981 -1.24089 -0.626 -1.097 2.231
H -3.47177 0.20799 -0.05435 -5.203 0.375 1.537
H -2.07670 -0.86337 1.34446 0.431 0.454 0.293
H -0.53065 -0.74511 -1.28317 0.356 0.489 -0.291
H 2.85710 -0.90842 0.13789 1.422 0.761 -0.071
H 0.14264 0.36225 1.53944 0.364 -0.472 0.735
```
Positions in Å, forces in eV/Å.

## Properties
electronic energy = -415.78287 Ha
LUMO energy = 0.03242 hartree
ΔE to the lowest compared entry with this formula, charge and spin = 161.74 kcal per mole
SMILES = N[C@H]1[C@@H]2OC=NO[C@@H]12
highest occupied orbital energy = -8.4 eV
Kohn-Sham gap = 0.3424 hartree

=====

9.
The molecule C4H6N2O2. Source: the Open Molecules 2025 dataset; level of theory: wB97M-V/def2-TZVPD.

The geometry in XYZ format:
```
14
Properties=species:S:1:pos:R:3:forces:R:3
H 0.04024 2.41746 0.38440 0.440 -0.573 -0.416
N -0.77125 1.80858 0.30632 -0.238 -3.763 -1.838
C -0.60772 0.56901 -0.21463 8.086 8.300 1.933
C -1.57751 -0.30823 -0.10136 -4.484 -8.665 0.660
O -1.36305 -1.55509 0.07576 -1.764 3.722 -0.400
O -2.73694 0.23484 -0.25529 -3.960 -2.715 0.353
N 0.54725 -0.11934 -0.65251 0.257 2.350 0.646
C 1.18294 -0.98685 0.37904 -1.956 1.536 0.745
C 1.86424 0.29610 -0.19607 2.898 -1.251 -1.617
H -3.36734 -0.58827 -0.15349 1.169 2.255 -0.286
H 0.47599 -1.05744 1.33371 2.391 0.419 -1.852
H 1.36222 -1.93144 -0.09929 0.653 -0.376 0.413
H 2.34934 1.28959 0.26808 -2.104 -2.335 -0.556
H 2.60157 -0.06892 -1.07468 -1.389 1.095 2.216
```
Positions in Å, forces in eV/Å.

## Properties
electronic energy = -415.86717 Ha
LUMO energy = -0.00883 hartree
ΔE to the lowest compared entry with this formula, charge and spin = 108.84 kcal per mole
SMILES = [H]/N=C(/C(=O)O)N1CC1
highest occupied orbital energy = -9.6 eV
Kohn-Sham gap = 0.3426 hartree

=====

no.,maximum force (eV Å⁻¹)
1,1.67
2,8.93
3,2.87
4,5.43
5,10.79
6,5.60
7,3.50
8,6.61
9,11.75